[1]
A structure of composition C31H50BrN5P2Pd in a non-equilibrium geometry, computed with ωB97M-V/def2-TZVPD.

Summary:
spin multiplicity	3
LUMO energy (alpha / beta)	-0.2142 / -0.3481	Ha
gap between HOMO and LUMO (alpha / beta)	7.522 / 3.844	eV
<S²>	2.01
max |F|	0.11103	Eh/bohr
HOMO energy (alpha / beta)	-0.491 / -0.489	Eh
charge	+2
molecular weight	741.0	g mol⁻¹

```
90
Properties=species:S:1:pos:R:3:forces:R:3
C -0.363 5.086 -3.837 -0.437 -0.848 -0.220
C -0.621 3.817 -4.480 0.913 2.005 -1.682
C -0.832 3.878 -5.872 -0.436 -0.376 0.235
C -1.052 5.102 -6.499 0.344 0.218 0.512
N -0.953 6.260 -5.842 -0.150 0.038 -0.003
C -0.591 6.266 -4.551 0.038 -0.916 -0.375
C -0.678 2.594 -3.785 0.167 -1.477 3.702
C -0.721 1.926 -2.699 -1.137 5.010 -2.491
C -1.529 1.883 -1.468 -0.563 0.324 0.203
C -0.983 1.356 -0.307 -0.398 -0.161 0.693
C -1.815 0.922 0.766 0.091 0.946 -0.098
C -3.144 1.376 0.842 1.243 -0.290 -2.557
C -3.672 1.999 -0.323 0.371 0.079 -0.386
C -2.893 2.223 -1.459 -0.119 -0.370 -0.380
Pd -0.184 0.097 -2.475 1.580 -2.002 0.364
P 2.258 -1.057 0.321 0.277 0.269 -0.459
H -0.859 2.959 -6.455 -0.233 0.143 0.149
H -0.012 5.142 -2.811 -0.271 -0.148 -0.059
H -1.327 5.144 -7.556 0.193 0.051 0.345
H -0.491 7.242 -4.075 0.068 -0.286 -0.128
H -3.275 2.588 -2.428 -0.295 -0.112 0.874
H 0.099 1.377 -0.270 0.118 -0.810 0.414
H -4.732 2.204 -0.389 -0.002 0.226 0.228
H -1.379 0.236 1.492 -0.147 0.429 0.058
C 1.963 -2.706 1.076 -0.269 -0.079 0.208
C 2.848 -3.897 0.741 0.210 -0.562 0.076
H 0.919 -2.951 0.836 0.119 -0.013 0.117
H 1.994 -2.547 2.161 -0.100 0.068 -0.037
H 2.665 -4.697 1.466 0.009 0.104 -0.100
H 2.638 -4.333 -0.240 0.009 0.202 0.022
H 3.916 -3.672 0.793 -0.208 -0.011 -0.072
C 2.868 -1.556 -1.379 -0.075 -0.115 0.363
C 3.592 -0.449 -2.146 -0.120 -0.072 -0.024
H 2.011 -1.844 -2.021 0.494 0.003 0.666
H 3.498 -2.449 -1.194 -0.279 0.448 -0.550
H 3.683 -0.786 -3.186 0.236 0.313 0.208
H 2.976 0.464 -2.134 0.242 -0.089 -0.081
H 4.585 -0.211 -1.743 -0.286 -0.052 -0.156
C 3.846 -0.471 1.095 0.037 0.108 -0.147
C 5.093 -1.337 0.924 0.383 -0.015 0.288
H 3.666 -0.289 2.166 -0.035 -0.087 -0.201
H 4.042 0.524 0.670 -0.160 -0.145 0.004
H 5.990 -0.758 1.182 -0.202 -0.096 -0.111
H 5.083 -2.194 1.603 -0.023 0.106 -0.199
H 5.218 -1.695 -0.103 -0.002 0.040 0.232
Br -4.295 1.019 2.229 -0.505 -0.341 0.686
P -1.184 -1.614 -1.376 -1.096 -3.965 0.556
C -0.372 -3.078 -2.246 -0.156 0.877 -0.215
C -0.769 -4.512 -1.924 0.268 -0.407 -0.270
H 0.709 -2.898 -2.236 -0.441 -0.388 0.255
H -0.682 -2.914 -3.289 0.715 0.018 0.351
H 0.066 -5.152 -2.209 -0.016 -0.121 0.061
H -1.029 -4.718 -0.874 0.534 0.054 -0.629
H -1.605 -4.783 -2.593 0.208 -0.111 0.562
C -2.116 -2.623 0.139 1.338 1.241 -0.174
C -3.124 -3.686 -0.267 -0.700 -0.606 -0.744
H -2.561 -1.834 0.753 -0.007 -0.167 -0.034
H -1.301 -3.081 0.709 -0.096 0.165 -0.019
H -3.428 -4.302 0.598 0.122 0.586 -0.014
H -4.050 -3.325 -0.746 0.365 0.122 0.448
H -2.721 -4.428 -0.964 -0.384 0.544 0.321
C -2.708 -1.298 -2.314 -0.615 0.556 -0.040
C -2.810 -1.877 -3.719 -0.506 -0.070 -0.543
H -2.813 -0.193 -2.355 -0.280 -0.699 0.154
H -3.511 -1.712 -1.691 0.068 0.502 -0.258
H -2.892 -1.080 -4.466 0.027 -0.221 0.077
H -1.976 -2.524 -4.014 -0.585 0.287 -0.091
H -3.727 -2.476 -3.766 0.248 0.081 -0.252
C 0.489 2.126 3.032 0.237 0.759 -1.204
N -0.025 0.745 3.262 1.117 1.483 2.900
C -1.254 0.788 4.071 -1.485 -0.199 -0.015
N -1.033 1.429 5.392 1.982 0.017 -0.798
C -0.512 2.821 5.105 0.284 -0.639 -0.012
N 0.767 2.805 4.316 -0.780 -2.038 0.501
C 1.776 1.965 5.058 -0.426 0.096 -0.181
N 1.320 0.566 5.312 -1.813 0.766 -0.982
C 0.995 -0.042 3.981 1.033 -1.080 -0.137
C 0.030 0.612 6.093 0.150 0.693 -0.485
H -0.270 2.707 2.480 0.284 -0.357 0.200
H 1.424 2.073 2.442 -0.512 -0.098 0.258
H -1.619 -0.239 4.236 0.165 0.352 -0.141
H -2.019 1.365 3.534 0.318 -0.218 0.161
H -0.281 3.303 6.066 -0.344 -0.024 -0.349
H -1.297 3.361 4.534 0.572 -0.193 0.475
H 2.714 1.933 4.458 -0.575 0.131 0.614
H 1.892 2.445 6.040 0.432 -0.141 -0.377
H 0.621 -1.070 4.140 0.136 0.504 -0.095
H 1.926 -0.069 3.386 -0.535 0.007 0.170
H 0.277 1.118 7.042 -0.342 -0.474 -0.223
H -0.368 -0.416 6.233 0.399 0.718 0.084
```
Forces are in eV/Å.



[2]
A structure of composition C29H33F6N9O4S3Zr, computed with ωB97M-V/def2-TZVPD.

Summary:
LUMO energy	-0.2170	Ha
gap between HOMO and LUMO	7.156	eV
max |F|	0.01366	Eh/bohr
HOMO energy	-0.480	Eh
charge	+2
molecular weight	873.1	g mol⁻¹

```
85
Properties=species:S:1:pos:R:3:forces:R:3
Zr 0.718 0.124 -0.094 0.624 -0.115 -0.301
C 4.142 -3.207 -4.808 0.001 0.003 -0.002
C 3.138 -2.329 -4.120 -0.008 0.011 -0.001
C 3.161 -0.941 -4.284 -0.004 -0.005 0.001
C 2.260 -0.127 -3.624 0.034 0.019 0.004
C 1.292 -0.673 -2.788 -0.018 0.047 0.118
N 0.325 0.151 -2.117 -0.260 0.061 0.126
C -0.872 0.336 -2.855 0.022 -0.026 -0.039
C -0.895 0.139 -4.241 0.004 -0.001 0.014
C -2.046 0.275 -4.990 0.001 0.001 -0.003
C -3.265 0.583 -4.395 0.000 0.002 0.004
C -4.536 0.656 -5.190 0.001 -0.001 0.002
C -3.260 0.771 -3.024 0.002 0.008 -0.001
C -2.094 0.681 -2.267 -0.006 0.002 0.006
N -2.236 0.957 -0.868 0.008 -0.007 0.012
C -3.166 1.758 -0.322 -0.005 -0.004 -0.008
C -3.089 1.645 1.051 -0.022 -0.007 0.022
C -2.060 0.744 1.269 -0.021 -0.021 -0.023
N -1.534 0.325 0.104 -0.061 0.059 0.089
C 1.275 -2.055 -2.617 0.002 -0.040 0.032
C 2.188 -2.872 -3.265 0.001 -0.003 -0.008
N 0.353 -2.630 -1.697 -0.006 0.026 0.012
C -0.305 -3.798 -1.789 0.003 -0.021 0.000
C -0.964 -4.008 -0.598 0.006 -0.006 -0.009
C -0.643 -2.904 0.186 0.006 0.000 -0.011
N 0.157 -2.070 -0.477 -0.099 -0.005 -0.015
H 4.483 -2.760 -5.740 0.000 0.000 0.000
H 3.726 -4.189 -5.028 0.001 -0.001 0.001
H 5.017 -3.354 -4.171 0.001 0.002 -0.001
H 3.896 -0.498 -4.943 0.001 0.000 0.002
H 2.277 0.947 -3.763 0.001 -0.003 0.004
H 0.020 -0.128 -4.748 0.003 0.001 -0.004
H -1.996 0.120 -6.061 0.000 0.001 0.000
H -4.345 1.011 -6.201 -0.001 0.002 0.000
H -5.262 1.322 -4.726 -0.001 -0.002 0.001
H -4.996 -0.331 -5.270 0.002 0.000 -0.004
H -4.201 0.958 -2.522 0.000 0.003 -0.002
H -3.825 2.342 -0.939 0.000 0.001 0.000
H -3.704 2.137 1.784 -0.001 -0.002 -0.001
H -1.665 0.380 2.201 0.003 0.016 -0.001
H 2.178 -3.939 -3.075 0.001 0.000 -0.001
H -0.260 -4.385 -2.691 0.001 0.000 0.000
H -1.589 -4.843 -0.336 0.000 0.000 -0.001
H -0.957 -2.669 1.190 -0.004 0.006 -0.005
F -0.534 -0.029 4.634 0.019 -0.026 -0.017
C 0.174 -1.146 4.509 -0.031 -0.009 0.021
F 0.854 -1.384 5.605 0.001 0.002 0.002
F -0.635 -2.157 4.229 0.002 0.016 0.000
S 1.339 -0.955 3.091 -0.182 0.242 -0.050
O 0.411 -0.648 1.967 0.058 -0.108 0.071
O 2.076 -2.165 2.974 -0.034 -0.112 0.017
N 2.192 0.283 3.500 -0.069 -0.032 0.021
S 2.454 1.563 2.648 0.039 0.076 0.004
O 3.741 2.110 2.878 -0.012 -0.025 -0.005
O 2.067 1.392 1.238 -0.080 -0.099 0.011
C 1.227 2.802 3.255 0.032 -0.034 -0.008
F 1.366 2.983 4.548 -0.007 0.011 0.012
F 1.416 3.941 2.602 -0.003 0.007 -0.004
F -0.003 2.349 2.988 -0.002 0.001 0.004
C 6.276 0.992 1.126 -0.001 -0.001 -0.006
N 5.123 0.512 0.371 -0.014 0.011 0.005
C 4.350 -0.485 0.752 0.081 -0.085 0.037
N 4.587 -1.113 1.892 0.044 0.053 -0.029
S 3.098 -1.081 -0.306 -0.022 0.041 -0.058
H 6.725 1.816 0.581 -0.002 0.001 0.000
H 7.020 0.201 1.232 0.000 -0.006 -0.003
H 5.964 1.354 2.105 0.001 0.003 -0.007
H 4.924 0.904 -0.535 -0.012 0.020 0.005
H 5.332 -0.838 2.513 0.009 0.004 -0.011
H 3.975 -1.866 2.175 0.010 0.030 0.014
C 0.906 5.729 -0.696 0.001 0.002 -0.006
C -0.396 4.913 -0.673 0.008 -0.011 -0.020
C -1.140 5.020 -2.013 -0.003 0.008 0.004
C -1.294 5.347 0.495 -0.002 -0.002 0.003
C -0.043 3.501 -0.474 -0.020 -0.001 0.027
N 0.230 2.398 -0.321 -0.019 0.013 -0.045
H 0.650 6.778 -0.843 -0.001 0.000 0.000
H 1.555 5.417 -1.514 0.001 0.001 0.001
H 1.448 5.637 0.245 0.000 0.001 0.000
H -1.411 6.063 -2.173 -0.001 -0.001 -0.001
H -2.053 4.425 -2.009 0.000 0.002 0.001
H -0.513 4.696 -2.844 0.002 -0.001 0.000
H -1.564 6.393 0.348 -0.001 0.000 0.001
H -0.777 5.257 1.449 0.000 0.001 -0.004
H -2.210 4.757 0.531 -0.001 0.000 0.000
```
Forces are in eV/Å.



[3]
A structure of composition C23H33N7OS4Tb in a non-equilibrium geometry, computed with ωB97M-V/def2-TZVPD.

Summary:
spin multiplicity	7
LUMO energy (alpha / beta)	-0.1323 / -0.0910	Ha
gap between HOMO and LUMO (alpha / beta)	6.070 / 7.201	eV
<S²>	12.06
max |F|	0.05641	Eh/bohr
HOMO energy (alpha / beta)	-0.355 / -0.356	Eh
charge	+1
molecular weight	710.8	g mol⁻¹

```
69
Properties=species:S:1:pos:R:3:forces:R:3
Tb -0.953 -0.713 0.370 0.099 0.781 -0.478
C -0.236 2.529 -1.958 -0.038 -0.126 0.063
C -0.125 2.820 -0.446 -0.131 -0.001 -0.188
N 0.116 1.647 0.420 0.105 0.074 0.058
C 0.270 2.091 1.825 0.085 -0.104 0.247
C 0.035 0.967 2.828 -0.071 0.297 -0.158
N -1.310 0.373 2.686 0.070 0.130 0.209
C -2.384 1.261 3.182 -0.083 0.236 -0.272
C -3.181 1.924 2.064 -0.032 -0.174 0.004
C -3.987 0.922 1.234 0.033 0.141 0.073
N -3.251 0.444 0.049 -0.142 0.014 -0.133
C -3.337 1.378 -1.084 0.144 -0.007 -0.100
C -2.675 0.740 -2.299 -0.083 0.129 0.262
N -1.333 0.235 -1.959 -0.076 -0.228 -0.228
C -0.219 1.082 -2.445 0.006 0.217 0.155
H 0.600 3.011 -2.464 -0.024 0.022 -0.034
H -1.136 3.016 -2.339 0.043 0.066 -0.012
H -1.044 3.294 -0.097 0.017 -0.024 0.039
H 0.675 3.551 -0.294 -0.029 0.005 0.084
H 1.031 1.278 0.156 0.008 0.047 -0.036
H -0.443 2.895 2.013 -0.001 0.011 -0.041
H 1.270 2.502 1.999 -0.008 0.051 -0.056
H 0.172 1.380 3.832 0.082 -0.078 0.025
H 0.779 0.177 2.694 -0.017 -0.042 0.054
H -1.306 -0.458 3.269 0.041 -0.143 -0.083
H -1.962 2.028 3.837 0.027 -0.029 0.020
H -3.075 0.673 3.789 0.048 -0.058 0.018
H -2.512 2.480 1.403 -0.031 0.075 0.022
H -3.863 2.649 2.512 0.025 0.014 0.010
H -4.934 1.374 0.923 -0.016 -0.032 -0.011
H -4.229 0.053 1.850 -0.016 -0.029 -0.036
H -3.702 -0.418 -0.249 -0.015 -0.060 0.063
H -2.838 2.309 -0.811 0.006 -0.014 -0.011
H -4.377 1.622 -1.327 -0.009 0.023 0.050
H -2.641 1.455 -3.124 -0.015 -0.045 -0.049
H -3.290 -0.103 -2.622 0.030 -0.018 -0.036
H -1.206 -0.659 -2.432 0.117 0.072 -0.030
H -0.242 1.119 -3.539 0.031 -0.050 0.004
H 0.711 0.588 -2.165 0.011 -0.049 -0.028
O -2.546 -2.191 0.495 -0.330 -0.278 0.296
N -2.710 -3.178 1.383 0.043 -0.379 0.257
C -3.908 -3.802 1.415 -0.194 -0.056 -0.125
C -4.159 -4.813 2.296 0.028 0.016 -0.044
C -3.134 -5.220 3.158 0.096 0.052 0.009
C -1.926 -4.572 3.121 -0.175 -0.102 -0.022
C -1.702 -3.502 2.238 0.099 0.222 -0.017
S -0.244 -2.604 2.259 0.168 -0.266 0.103
H -4.626 -3.440 0.696 0.040 0.030 -0.021
H -5.131 -5.281 2.305 0.007 -0.011 -0.035
H -3.294 -6.033 3.853 0.003 0.004 -0.001
H -1.112 -4.849 3.773 -0.007 0.011 0.014
S 4.682 1.543 0.581 -0.254 -0.711 -0.133
C 3.943 0.230 -0.118 0.242 0.499 -0.798
S 2.512 -0.575 0.568 0.894 -0.282 -1.329
C 2.208 -1.280 -1.062 0.796 0.246 0.076
N 3.175 -1.068 -1.898 -1.729 -0.898 0.102
N 4.159 -0.323 -1.387 0.031 1.011 2.718
C 5.329 -0.168 -2.155 0.819 0.196 -0.534
C 5.219 -0.117 -3.544 -0.109 0.081 0.317
C 6.361 0.003 -4.311 0.230 0.022 -0.025
C 7.610 0.075 -3.704 -0.067 -0.017 -0.005
C 7.712 0.010 -2.322 0.003 -0.016 -0.056
C 6.578 -0.119 -1.538 -0.237 -0.064 -0.119
S 0.759 -2.117 -1.375 -0.529 -0.428 -0.034
H 4.242 -0.177 -4.001 0.006 -0.034 -0.013
H 6.281 0.039 -5.389 -0.011 0.006 0.004
H 8.504 0.170 -4.306 -0.016 0.003 -0.022
H 8.683 0.042 -1.847 0.002 0.012 0.001
H 6.665 -0.199 -0.465 -0.038 0.039 -0.008
```
Forces are in eV/Å.



Q: What is the formula in the first record?
A: C31H50BrN5P2Pd



Q: Which of these has the lowest charge?
A: C23H33N7OS4Tb